# C4H2S3

The ion C4H2S3 with charge -2 (ωB97M-V/def2-TZVPD, the OMol25 dataset).

HOMO in eV: 1.91
Charge: -2
Multiplicity: 1
Molar mass in g/mol: 146.26
E_LUMO in eV: 5.87
Energy relative to the best compared isomer or geometry (same formula, charge and spin) in kcal per mole: 80.5
Orbital gap in eV: 3.955

Geometry (Å):
C -1.086412 0.342431 -0.085241
C -0.388274 -0.029823 -1.208276
C -0.641479 0.626347 1.181046
C 1.711179 -0.584098 0.378786
S -1.244451 0.283863 2.679818
S 3.291381 -0.844864 0.835397
S 1.301387 -0.497565 -1.285468
H -2.111647 0.679073 -0.298297
H -0.831684 0.024635 -2.197764

Forces on atoms 1 to 6 (eV/Å):
0.29 0.25 -1.21
-0.03 -0.32 -0.56
0.30 0.06 0.88
-0.67 0.02 -0.18
-0.04 -0.07 0.05
0.42 -0.02 -0.02

Löwdin charges, unit e, in atom order: -0.45 -0.60 -0.78 -1.16 0.20 0.10 0.62 0.07 -0.01